--- w ---
Below is C2H4N4S as an isolated structure, with properties calculated with ωB97M-V with the def2-TZVPD basis set.

Element x y z (Å)
C  -2.025  -0.376  0.258
C  -0.881  -0.200  -0.509
N  -1.782  -0.318  1.570
N  -0.595  -0.123  1.911
N  0.171  -0.108  0.251
N  1.453  0.325  0.160
S  0.091  0.129  3.394
H  -3.011  -0.537  -0.124
H  -0.829  -0.147  -1.582
H  2.087  -0.386  0.534
H  1.566  1.168  0.731

The LUMO energy (spin up / spin down) comes out at 0.0002 / 0.0002 Eh. The HOMO-LUMO gap (spin up / spin down) comes out at 0.2841 / 0.2842 Eh. The HOMO energy (spin up / spin down) comes out at -7.73 / -7.73 eV.

Now the natural (NBO) charges, all in e:
1 C -0.1835
2 C 0.0113
3 N -0.1363
4 N -0.1497
5 N -0.1152
6 N -0.5963
7 S -0.0553
8 H 0.2267
9 H 0.2414
10 H 0.3772
11 H 0.3798

---

--- x ---
Below is the molecule C2H4N4S, with properties calculated with ωB97M-V with the def2-TZVPD basis set.

Element x y z (Å)
N  -0.156  -1.710  0.743
C  -0.148  -0.346  0.672
N  -0.225  0.493  1.664
N  -0.287  1.775  1.136
C  -0.250  1.676  -0.149
N  -0.147  0.347  -0.527
S  -0.107  -0.289  -2.101
H  0.400  -2.204  0.025
H  0.020  -2.001  1.706
H  -0.297  2.453  -0.863
H  1.197  -0.194  -2.306

The LUMO energy comes out at 0.0129 Eh. The HOMO-LUMO gap comes out at 0.3409 Eh. The SMILES is Nc1nncn1S. The HOMO energy comes out at -8.93 eV.

Now the natural (NBO) charges, all in e:
1 N -0.8140
2 C 0.4868
3 N -0.3514
4 N -0.2593
5 C 0.1405
6 N -0.5510
7 S 0.2325
8 H 0.3963
9 H 0.4077
10 H 0.2062
11 H 0.1058

---

Winner for stability: x

---

--- w ---
Below is a 2-piece molecular cluster, C5H16N2O overall, with properties calculated with ωB97M-V with the def2-TZVPD basis set.

Element x y z (Å)
C  -2.452  0.068  -0.188
C  -1.100  0.564  -0.645
C  -0.027  -0.409  -1.158
C  0.591  -1.452  -0.248
C  2.879  -0.566  -0.048
N  1.760  -0.880  0.463
N  -1.388  1.696  -1.710
H  -2.471  -0.526  0.735
H  -3.138  0.903  0.051
H  -2.942  -0.518  -0.993
H  -0.628  1.067  0.216
H  0.721  0.208  -1.696
H  -0.596  -0.882  -1.995
H  0.832  -2.269  -0.933
H  -0.029  -1.792  0.576
H  3.663  -0.083  0.527
H  3.146  -0.705  -1.097
H  1.634  -0.577  1.433
H  -2.365  1.647  -2.020
H  -0.827  1.510  -2.541
H  -1.294  2.619  -1.287
H  0.598  1.192  3.481
H  -0.669  0.667  3.001
O  0.251  0.399  3.067

Its charge is +2. The LUMO energy comes out at -0.2989 Eh. The HOMO-LUMO gap comes out at 0.3855 Eh. The HOMO energy comes out at -18.62 eV.

Now the natural (NBO) charges, all in e:
1 C -0.6718
2 C -0.0198
3 C -0.4401
4 C -0.2491
5 C 0.1476
6 N -0.3973
7 N -0.6898
8 H 0.2693
9 H 0.2499
10 H 0.2413
11 H 0.2158
12 H 0.2246
13 H 0.2470
14 H 0.2761
15 H 0.2619
16 H 0.2493
17 H 0.2329
18 H 0.4741
19 H 0.4553
20 H 0.4488
21 H 0.4633
22 H 0.4933
23 H 0.4793
24 O -0.9621

---

--- x ---
Below is a 2-piece molecular cluster, C5H16N2O overall, with properties calculated with ωB97M-V with the def2-TZVPD basis set.

Element x y z (Å)
C  -1.225  1.557  -0.239
C  0.136  1.574  0.557
C  0.842  0.173  0.401
C  0.062  -1.041  0.887
C  -0.638  -0.932  2.004
N  0.085  -2.232  0.032
N  1.149  2.536  0.001
H  -0.942  1.413  -1.288
H  -1.856  2.469  -0.079
H  -1.727  0.662  0.107
H  0.134  1.886  1.618
H  1.778  0.375  0.931
H  1.055  -0.061  -0.679
H  -1.290  -1.671  2.451
H  -0.545  -0.016  2.531
H  -0.088  -2.108  -1.056
H  0.907  -2.826  0.125
H  -0.707  -2.858  0.301
H  0.984  3.440  0.453
H  2.112  2.100  0.036
H  0.933  2.747  -0.973
H  0.284  -2.064  -3.005
H  -0.921  -2.990  -2.684
O  -0.521  -2.134  -2.432

Its charge is +2. The LUMO energy comes out at -0.2384 Eh. The HOMO-LUMO gap comes out at 0.4230 Eh. The HOMO energy comes out at -18.00 eV.

Now the natural (NBO) charges, all in e:
1 C -0.6324
2 C -0.0314
3 C -0.4627
4 C 0.1072
5 C -0.3037
6 N -0.7408
7 N -0.6880
8 H 0.2193
9 H 0.2664
10 H 0.2492
11 H 0.2343
12 H 0.2359
13 H 0.2197
14 H 0.2491
15 H 0.2231
16 H 0.4611
17 H 0.4431
18 H 0.4475
19 H 0.4661
20 H 0.4615
21 H 0.4466
22 H 0.5188
23 H 0.5265
24 O -0.9164

---

Winner for stability: x

---

--- w ---
Below is the molecule C5H5FOS, with properties calculated with ωB97M-V with the def2-TZVPD basis set.

Element x y z (Å)
C  2.117  -0.923  -0.410
C  0.911  -1.058  0.116
C  -0.064  0.068  -0.174
C  0.281  1.349  0.086
F  -0.510  2.347  -0.298
O  -1.324  -0.191  -0.626
C  -2.387  0.100  0.082
S  -3.935  -0.325  -0.194
H  2.366  -0.083  -1.077
H  2.919  -1.667  -0.011
H  0.482  -1.889  0.777
H  1.196  1.653  0.694
H  -2.052  0.619  1.037

The LUMO energy comes out at 0.0122 Eh. The HOMO-LUMO gap comes out at 0.3418 Eh. The SMILES is C=C/C(=C/F)OC=S. The HOMO energy comes out at -8.97 eV.

Now the natural (NBO) charges, all in e:
1 C -0.3599
2 C -0.2468
3 C 0.1615
4 C 0.1827
5 F -0.3201
6 O -0.4750
7 C 0.0563
8 S -0.0292
9 H 0.2213
10 H 0.2144
11 H 0.2327
12 H 0.1961
13 H 0.1661

---

--- x ---
Below is the molecule C5H5FOS, with properties calculated with ωB97M-V with the def2-TZVPD basis set.

Element x y z (Å)
C  0.027  1.646  1.682
C  1.026  1.762  0.846
O  1.272  0.766  -0.173
C  0.209  -0.094  -0.482
C  0.223  -1.400  -0.907
F  1.452  -2.099  -1.279
C  -1.043  -2.157  -1.193
S  -2.658  -1.493  -1.291
H  -0.587  0.684  1.672
H  -0.082  2.416  2.360
H  1.584  2.749  0.795
H  -0.806  0.322  -0.294
H  -0.616  -3.100  -1.735

The LUMO energy comes out at -0.0528 Eh. The HOMO-LUMO gap comes out at 0.2806 Eh. The SMILES is C=CO/C=C(\F)C=S. The HOMO energy comes out at -9.07 eV.

Now the natural (NBO) charges, all in e:
1 C -0.4742
2 C 0.1226
3 O -0.4823
4 C 0.1631
5 C 0.2079
6 F -0.3489
7 C -0.2757
8 S -0.0259
9 H 0.2188
10 H 0.2192
11 H 0.2177
12 H 0.2207
13 H 0.2369

---

--- y ---
Below is the molecule C5H5FOS, with properties calculated with ωB97M-V with the def2-TZVPD basis set.

Element x y z (Å)
F  2.496  -0.572  -0.116
C  1.182  -0.453  0.274
C  0.627  0.032  1.382
C  -0.869  0.082  1.063
O  -1.023  1.121  0.076
C  -0.523  0.637  -1.150
C  0.171  -0.729  -0.751
S  -1.215  -1.547  0.121
H  1.177  0.610  2.191
H  -1.510  0.307  1.932
H  -1.266  0.576  -1.925
H  0.202  1.357  -1.523
H  0.549  -1.421  -1.574

The LUMO energy comes out at 0.0228 Eh. The HOMO-LUMO gap comes out at 0.3530 Eh. The SMILES is FC1=C[C@H]2OC[C@@H]1S2. The HOMO energy comes out at -8.99 eV.

Now the natural (NBO) charges, all in e:
1 F -0.3210
2 C 0.4031
3 C -0.3270
4 C -0.0237
5 O -0.5185
6 C -0.0731
7 C -0.4478
8 S 0.1856
9 H 0.2455
10 H 0.2311
11 H 0.1981
12 H 0.1865
13 H 0.2612

---

Winner for stability: y

---

--- w ---
Below is a 2-piece molecular cluster, C2H4OS3 overall, with properties calculated with ωB97M-V with the def2-TZVPD basis set.

Element x y z (Å)
C  0.859  -0.520  -0.618
C  0.082  0.315  0.462
O  2.077  -3.170  -2.329
S  0.802  -1.326  -4.057
S  2.414  -0.313  -0.764
S  2.364  -2.128  -3.282
H  0.178  -1.014  -1.347
H  0.734  0.485  1.311
H  -0.817  -0.328  0.491
H  -0.153  1.309  0.019

The LUMO energy comes out at -0.0555 Eh. The HOMO-LUMO gap comes out at 0.2769 Eh. The HOMO energy comes out at -9.05 eV.

Now the natural (NBO) charges, all in e:
1 C -0.2695
2 C -0.6754
3 O -0.8476
4 S -0.3194
5 S 0.1056
6 S 1.0997
7 H 0.2060
8 H 0.2379
9 H 0.2231
10 H 0.2396

---

--- x ---
Below is a 2-piece molecular cluster, C2H4OS3 overall, with properties calculated with ωB97M-V with the def2-TZVPD basis set.

Element x y z (Å)
C  -1.227  1.057  -0.174
C  -1.595  -0.309  0.368
O  3.908  0.438  -0.309
S  0.272  1.673  -0.421
S  2.677  -2.048  -0.942
S  3.239  -0.732  0.272
H  -2.085  1.765  -0.371
H  -2.593  -0.785  0.089
H  -1.821  -0.084  1.407
H  -0.775  -0.974  0.079

The LUMO energy comes out at -0.0623 Eh. The HOMO-LUMO gap comes out at 0.2646 Eh. The HOMO energy comes out at -8.89 eV.

Now the natural (NBO) charges, all in e:
1 C -0.2360
2 C -0.7038
3 O -0.8136
4 S 0.0283
5 S -0.2460
6 S 1.0571
7 H 0.1934
8 H 0.2343
9 H 0.2491
10 H 0.2374

---

Winner for stability: x